{"formula": "C48H120O24", "method": "ωB97M-V/def2-TZVPD", "elements": ["C", "O", "C", "C", "O", "C", "H", "H", "H", "H", "H", "H", "H", "H", "H", "H", "C", "O", "C", "C", "O", "C", "H", "H", "H", "H", "H", "H", "H", "H", "H", "H", "C", "O", "C", "C", "O", "C", "H", "H", "H", "H", "H", "H", "H", "H", "H", "H", "C", "O", "C", "C", "O", "C", "H", "H", "H", "H", "H", "H", "H", "H", "H", "H", "C", "O", "C", "C", "O", "C", "H", "H", "H", "H", "H", "H", "H", "H", "H", "H", "C", "O", "C", "C", "O", "C", "H", "H", "H", "H", "H", "H", "H", "H", "H", "H", "C", "O", "C", "C", "O", "C", "H", "H", "H", "H", "H", "H", "H", "H", "H", "H", "C", "O", "C", "C", "O", "C", "H", "H", "H", "H", "H", "H", "H", "H", "H", "H", "C", "O", "C", "C", "O", "C", "H", "H", "H", "H", "H", "H", "H", "H", "H", "H", "C", "O", "C", "C", "O", "C", "H", "H", "H", "H", "H", "H", "H", "H", "H", "H", "C", "O", "C", "C", "O", "C", "H", "H", "H", "H", "H", "H", "H", "H", "H", "H", "C", "O", "C", "C", "O", "C", "H", "H", "H", "H", "H", "H", "H", "H", "H", "H"], "coordinates": [[-3.189, 5.726, -1.016], [-3.039, 4.703, -0.114], [-1.696, 4.313, 0.001], [-1.673, 3.282, 1.215], [-2.002, 3.879, 2.439], [-3.375, 4.217, 2.510], [-2.398, 6.475, -0.978], [-4.130, 6.220, -0.775], [-3.197, 5.299, -2.019], [-1.070, 5.176, 0.227], [-1.422, 3.802, -0.922], [-0.636, 2.980, 1.363], [-2.302, 2.426, 0.969], [-4.103, 3.549, 2.050], [-3.546, 5.173, 2.015], [-3.675, 4.344, 3.551], [-2.432, -0.095, 1.979], [-1.395, 0.117, 1.060], [-0.187, -0.170, 1.720], [1.068, -0.226, 0.732], [1.260, 0.911, -0.146], [2.420, 0.818, -0.964], [-2.583, -1.122, 2.310], [-3.265, 0.082, 1.298], [-2.564, 0.572, 2.831], [-0.200, -1.072, 2.332], [-0.049, 0.570, 2.508], [1.020, -1.097, 0.078], [1.955, -0.433, 1.330], [2.691, 1.804, -1.341], [2.063, 0.270, -1.836], [3.225, 0.274, -0.470], [4.432, 0.366, 2.852], [5.161, 1.372, 3.398], [6.461, 0.992, 3.942], [7.191, 2.077, 4.797], [7.393, 3.277, 4.049], [6.413, 4.279, 4.245], [4.993, -0.135, 2.063], [3.595, 0.798, 2.303], [4.122, -0.348, 3.615], [7.084, 0.521, 3.182], [6.314, 0.197, 4.673], [8.206, 1.715, 4.965], [6.850, 2.319, 5.804], [5.474, 3.776, 4.016], [6.668, 5.105, 3.581], [6.357, 4.779, 5.212], [-3.728, -3.227, -2.585], [-4.272, -3.510, -1.360], [-4.383, -2.335, -0.634], [-4.882, -2.652, 0.758], [-6.342, -2.863, 0.825], [-6.752, -3.955, 0.002], [-2.693, -2.892, -2.502], [-4.210, -2.409, -3.120], [-3.708, -4.111, -3.222], [-5.113, -1.624, -1.022], [-3.368, -1.960, -0.498], [-4.717, -1.811, 1.431], [-4.438, -3.505, 1.271], [-7.810, -4.143, 0.187], [-6.184, -4.872, 0.156], [-6.776, -3.711, -1.059], [-3.256, -2.043, 5.579], [-2.376, -3.066, 5.064], [-2.954, -3.857, 4.059], [-3.470, -5.211, 4.614], [-2.442, -6.027, 5.069], [-2.942, -7.252, 5.680], [-3.809, -1.538, 4.787], [-2.644, -1.286, 6.069], [-3.904, -2.490, 6.333], [-2.129, -4.160, 3.415], [-3.597, -3.273, 3.401], [-3.885, -5.687, 3.726], [-4.198, -4.930, 5.376], [-2.092, -7.915, 5.842], [-3.715, -7.742, 5.088], [-3.309, -6.946, 6.660], [3.701, -3.164, 2.620], [4.858, -3.324, 1.746], [4.718, -2.697, 0.472], [3.702, -3.357, -0.541], [2.370, -3.216, -0.125], [1.343, -3.603, -1.048], [3.485, -2.110, 2.796], [3.816, -3.570, 3.625], [2.877, -3.685, 2.134], [5.733, -2.829, 0.099], [4.453, -1.644, 0.571], [3.911, -4.424, -0.626], [3.700, -2.923, -1.541], [1.333, -3.045, -1.984], [0.431, -3.402, -0.485], [1.324, -4.664, -1.299], [8.841, 1.176, 0.858], [8.033, 1.500, -0.350], [6.705, 1.779, -0.084], [5.803, 1.649, -1.315], [5.447, 0.307, -1.670], [6.487, -0.430, -2.150], [8.586, 1.677, 1.791], [9.905, 1.135, 0.625], [8.659, 0.107, 0.973], [6.593, 2.750, 0.400], [6.203, 1.115, 0.620], [6.181, 2.149, -2.206], [4.900, 2.239, -1.160], [6.010, -1.325, -2.550], [7.241, -0.850, -1.484], [6.994, 0.049, -2.988], [-1.122, 1.342, 5.519], [-2.528, 1.078, 5.644], [-3.268, 2.290, 5.773], [-4.763, 1.973, 5.593], [-5.193, 0.755, 6.239], [-6.435, 0.207, 5.809], [-0.615, 1.876, 6.323], [-0.994, 1.988, 4.650], [-0.678, 0.372, 5.295], [-3.140, 3.061, 5.014], [-3.099, 2.724, 6.758], [-5.000, 1.903, 4.531], [-5.332, 2.784, 6.047], [-6.425, -0.302, 4.845], [-7.098, 1.072, 5.810], [-6.802, -0.515, 6.538], [-6.450, 0.560, 1.411], [-6.496, 1.640, 0.565], [-5.459, 1.717, -0.396], [-5.517, 2.990, -1.328], [-6.635, 2.975, -2.211], [-6.738, 4.136, -2.995], [-5.460, 0.310, 1.793], [-6.798, -0.309, 0.853], [-7.211, 0.671, 2.183], [-5.510, 0.804, -0.989], [-4.554, 1.599, 0.201], [-4.645, 2.931, -1.978], [-5.515, 3.862, -0.674], [-7.590, 4.274, -3.661], [-5.860, 4.387, -3.589], [-6.824, 4.978, -2.309], [6.140, -4.273, -7.685], [5.136, -4.292, -6.749], [5.575, -3.825, -5.513], [4.375, -3.828, -4.563], [3.230, -2.969, -4.908], [3.495, -1.603, -4.657], [6.904, -5.027, -7.496], [6.576, -3.300, -7.914], [5.607, -4.588, -8.582], [6.109, -2.879, -5.596], [6.294, -4.549, -5.130], [4.692, -3.648, -3.536], [4.052, -4.869, -4.569], [2.886, -1.414, -3.773], [3.037, -0.966, -5.413], [4.543, -1.343, -4.514], [-1.616, 0.303, -6.791], [-1.987, 0.698, -5.493], [-3.012, 0.012, -4.910], [-3.374, 0.281, -3.434], [-2.520, -0.449, -2.494], [-1.108, -0.021, -2.439], [-1.504, -0.780, -6.834], [-0.725, 0.839, -7.119], [-2.451, 0.648, -7.402], [-2.769, -1.050, -4.874], [-3.880, 0.240, -5.529], [-4.402, 0.005, -3.200], [-3.388, 1.308, -3.069], [-0.582, -0.556, -1.649], [-0.937, 1.053, -2.369], [-0.646, -0.404, -3.349], [3.403, 2.367, -4.913], [2.299, 1.567, -5.320], [1.069, 1.770, -4.620], [0.231, 3.060, -4.762], [0.861, 4.242, -4.415], [0.953, 4.338, -2.991], [4.294, 2.189, -5.515], [3.571, 2.302, -3.837], [3.079, 3.399, -5.044], [1.245, 1.441, -3.595], [0.383, 0.935, -4.765], [-0.720, 2.879, -4.262], [-0.131, 3.181, -5.783], [1.337, 3.417, -2.552], [0.048, 4.626, -2.456], [1.553, 5.172, -2.626]], "lowdin_charge": [-0.1304, -0.2430, -0.1606, -0.1689, -0.1580, -0.1042, 0.0897, 0.0952, 0.0873, 0.1274, 0.1088, 0.1232, 0.1005, 0.0901, 0.0853, 0.0722, -0.1188, -0.1719, -0.1693, -0.1367, -0.2028, -0.0895, 0.0854, 0.0611, 0.0952, 0.1229, 0.1089, 0.0878, 0.0927, 0.0718, 0.0739, 0.0741, -0.1553, -0.1846, -0.1375, -0.1696, -0.2072, -0.1070, 0.0675, 0.0914, 0.0876, 0.1043, 0.1164, 0.1192, 0.1237, 0.0811, 0.0873, 0.0806, -0.1316, -0.1622, -0.2207, -0.1583, -0.1971, -0.1139, 0.0811, 0.0789, 0.0967, 0.1316, 0.1255, 0.0861, 0.1150, 0.0830, 0.0905, 0.0809, -0.0722, -0.1857, -0.2158, -0.2356, -0.1800, -0.0709, 0.0757, 0.0742, 0.0879, 0.1203, 0.0953, 0.1216, 0.1242, 0.0841, 0.0830, 0.0840, -0.0649, -0.1836, -0.1692, -0.1772, -0.2338, -0.0791, 0.0490, 0.0877, 0.0806, 0.1233, 0.0892, 0.1255, 0.1010, 0.0813, 0.0859, 0.0884, -0.0362, -0.1767, -0.2319, -0.1726, -0.1890, -0.1501, 0.0738, 0.0844, 0.0772, 0.1314, 0.1074, 0.1246, 0.1059, 0.0709, 0.0889, 0.0981, -0.0875, -0.2012, -0.1883, -0.1728, -0.2046, -0.1005, 0.0880, 0.0714, 0.0875, 0.0922, 0.1271, 0.1124, 0.1227, 0.0751, 0.0831, 0.0862, -0.1261, -0.1771, -0.1526, -0.1592, -0.1711, -0.1246, 0.0673, 0.0818, 0.0960, 0.1073, 0.0990, 0.1043, 0.1161, 0.0876, 0.0800, 0.0801, -0.1416, -0.1651, -0.2307, -0.1579, -0.1788, -0.1035, 0.0898, 0.0912, 0.0932, 0.1193, 0.1257, 0.0980, 0.1245, 0.0717, 0.0806, 0.0782, -0.0753, -0.2200, -0.2222, -0.1446, -0.2355, -0.0417, 0.0956, 0.0910, 0.0898, 0.1278, 0.1289, 0.1120, 0.1059, 0.0710, 0.0856, 0.0742, -0.0797, -0.1853, -0.1918, -0.2137, -0.1576, -0.0845, 0.0930, 0.0740, 0.0789, 0.0861, 0.0928, 0.1131, 0.1277, 0.0713, 0.0646, 0.0911], "de_lowest_kcal_mol": 111.8, "smiles": "COCCOC.COCCOC.COCCOC.COCCOC.COCCOC.COCCOC.COCCOC.COCCOC.COCCOC.COCCOC.COCCOC.COCCOC", "lumo_ev": 0.54, "homo_lumo_gap_ev": 9.80}

***

{"formula": "C48H121N7O16", "method": "ωB97M-V/def2-TZVPD", "elements": ["C", "O", "C", "C", "N", "C", "C", "O", "C", "H", "H", "H", "H", "H", "H", "H", "H", "H", "H", "H", "H", "H", "H", "H", "C", "O", "C", "C", "N", "C", "C", "O", "C", "H", "H", "H", "H", "H", "H", "H", "H", "H", "H", "H", "H", "H", "H", "H", "C", "O", "C", "C", "N", "C", "C", "O", "C", "H", "H", "H", "H", "H", "H", "H", "H", "H", "H", "H", "H", "H", "H", "H", "C", "O", "C", "C", "N", "C", "C", "O", "C", "H", "H", "H", "H", "H", "H", "H", "H", "H", "H", "H", "H", "H", "H", "H", "C", "O", "C", "C", "N", "C", "C", "O", "C", "H", "H", "H", "H", "H", "H", "H", "H", "H", "H", "H", "H", "H", "H", "H", "C", "O", "C", "C", "N", "C", "C", "O", "C", "H", "H", "H", "H", "H", "H", "H", "H", "H", "H", "H", "H", "H", "H", "H", "C", "O", "C", "C", "N", "C", "C", "O", "C", "H", "H", "H", "H", "H", "H", "H", "H", "H", "H", "H", "H", "H", "H", "H", "C", "C", "C", "O", "H", "H", "H", "H", "H", "H", "H", "H", "C", "C", "C", "O", "H", "H", "H", "H", "H", "H", "H", "H"], "coordinates": [[-7.821, -1.176, 0.253], [-6.740, -1.596, -0.462], [-5.547, -0.870, -0.217], [-5.632, 0.426, -1.043], [-4.378, 1.248, -0.860], [-3.781, 1.615, -2.155], [-3.028, 2.921, -2.175], [-1.695, 2.872, -1.601], [-1.668, 3.057, -0.139], [-8.235, -0.185, 0.068], [-7.780, -1.352, 1.328], [-8.592, -1.819, -0.173], [-4.718, -1.504, -0.532], [-5.461, -0.739, 0.862], [-6.635, 0.831, -0.910], [-5.911, 0.093, -2.043], [-3.664, 0.743, -0.355], [-4.635, 1.620, -2.833], [-3.154, 0.789, -2.490], [-3.601, 3.769, -1.799], [-2.730, 3.354, -3.130], [-2.232, 3.964, 0.077], [-0.680, 3.173, 0.308], [-2.271, 2.367, 0.450], [-4.104, 8.615, -1.221], [-3.029, 8.199, -0.282], [-3.128, 6.875, 0.155], [-4.049, 6.937, 1.455], [-3.947, 5.711, 2.253], [-4.668, 4.675, 1.585], [-4.888, 3.572, 2.611], [-5.990, 3.964, 3.440], [-6.106, 3.174, 4.602], [-4.241, 9.659, -0.939], [-5.045, 8.092, -1.049], [-3.709, 8.607, -2.236], [-2.095, 6.753, 0.482], [-3.442, 6.288, -0.708], [-5.108, 7.043, 1.219], [-3.873, 7.855, 2.016], [-4.394, 5.734, 3.159], [-4.214, 4.371, 0.642], [-5.682, 4.923, 1.269], [-3.963, 3.418, 3.167], [-5.185, 2.701, 2.027], [-6.746, 3.693, 5.316], [-5.130, 3.142, 5.087], [-6.475, 2.187, 4.324], [0.228, -5.281, -3.357], [-0.815, -4.828, -2.444], [-2.024, -4.311, -2.982], [-1.747, -3.019, -3.756], [-2.797, -2.628, -4.675], [-4.011, -2.226, -3.976], [-4.924, -1.467, -4.898], [-4.339, -0.147, -5.059], [-4.704, 0.540, -6.210], [0.938, -5.826, -2.736], [0.811, -4.437, -3.726], [-0.291, -5.940, -4.053], [-2.649, -4.051, -2.128], [-2.570, -5.091, -3.512], [-0.835, -3.129, -4.342], [-1.548, -2.160, -3.115], [-2.481, -1.897, -5.296], [-3.939, -1.706, -3.021], [-4.630, -3.110, -3.823], [-5.915, -1.403, -4.448], [-5.071, -1.880, -5.896], [-5.607, 0.152, -6.681], [-3.947, 0.249, -6.938], [-4.713, 1.617, -6.043], [5.404, -1.193, -2.598], [6.088, 0.012, -2.911], [5.889, 0.979, -1.908], [5.629, 2.347, -2.475], [6.819, 2.886, -3.112], [7.915, 3.200, -2.245], [7.536, 4.304, -1.325], [6.799, 3.793, -0.157], [7.590, 3.309, 0.878], [5.707, -2.033, -3.223], [4.345, -1.121, -2.846], [5.454, -1.642, -1.606], [6.676, 1.109, -1.165], [4.951, 0.690, -1.434], [5.119, 3.031, -1.796], [4.845, 2.195, -3.217], [7.053, 2.280, -3.886], [8.750, 3.511, -2.874], [8.398, 2.349, -1.765], [6.953, 5.059, -1.853], [8.361, 4.915, -0.957], [8.231, 4.184, 0.985], [8.002, 2.324, 0.657], [7.004, 3.213, 1.792], [-3.638, -0.758, 6.513], [-2.453, -0.027, 6.306], [-1.427, -0.168, 7.324], [-0.627, 1.177, 7.676], [0.510, 0.976, 8.561], [0.995, 2.150, 9.159], [1.883, 3.043, 8.214], [2.883, 2.276, 7.506], [4.125, 2.043, 8.270], [-3.600, -1.805, 6.212], [-4.344, -0.372, 5.777], [-4.068, -0.828, 7.512], [-0.800, -0.976, 6.948], [-1.879, -0.610, 8.212], [-1.291, 1.904, 8.142], [-0.345, 1.680, 6.751], [1.193, 0.604, 7.917], [1.728, 1.774, 9.872], [0.269, 2.755, 9.703], [2.295, 3.956, 8.645], [1.293, 3.299, 7.334], [4.030, 1.222, 8.979], [4.429, 2.878, 8.902], [5.019, 1.807, 7.693], [-0.274, -4.932, 5.809], [1.106, -4.910, 6.234], [1.820, -3.736, 5.769], [3.356, -3.858, 6.076], [3.875, -5.047, 5.374], [3.928, -4.852, 3.902], [4.684, -3.502, 3.522], [3.873, -2.299, 3.521], [4.709, -1.194, 3.624], [-0.803, -3.995, 5.636], [-0.820, -5.636, 6.437], [-0.187, -5.332, 4.799], [1.501, -2.797, 6.221], [1.673, -3.779, 4.690], [3.487, -4.061, 7.139], [3.875, -2.917, 5.893], [2.998, -5.546, 5.420], [2.953, -4.822, 3.415], [4.538, -5.677, 3.535], [4.965, -3.636, 2.477], [5.558, -3.305, 4.143], [5.088, -1.182, 4.646], [4.241, -0.230, 3.426], [5.464, -1.249, 2.840], [-0.798, -0.119, -5.683], [-0.156, -1.267, -6.113], [1.270, -1.295, -5.738], [2.185, -2.364, -6.482], [1.678, -3.749, -6.337], [2.637, -4.780, -6.796], [2.091, -6.127, -7.080], [2.956, -6.825, -7.923], [2.693, -8.152, -8.070], [-1.820, 0.009, -6.037], [-0.440, 0.851, -6.025], [-0.768, 0.004, -4.600], [1.623, -1.342, -4.708], [1.665, -0.322, -6.029], [3.199, -2.202, -6.118], [2.436, -2.042, -7.493], [0.725, -3.917, -6.628], [3.406, -4.861, -6.028], [3.335, -4.509, -7.589], [1.150, -5.962, -7.604], [1.960, -6.601, -6.106], [3.336, -8.722, -8.740], [1.681, -8.445, -8.352], [2.843, -8.568, -7.074], [-1.225, -1.542, 1.940], [-0.622, -0.906, 0.633], [0.104, -1.860, -0.228], [-1.682, -0.330, -0.085], [-2.291, -1.755, 1.861], [-1.468, -0.746, 2.644], [-0.597, -2.282, 2.435], [-0.082, -0.074, 1.086], [0.916, -2.304, 0.348], [0.497, -1.360, -1.113], [-0.565, -2.633, -0.606], [-1.236, 0.042, -0.849], [1.764, 1.891, -3.616], [1.444, 1.150, -2.316], [2.132, 1.910, -1.172], [0.052, 0.902, -2.069], [2.464, 2.710, -3.450], [0.849, 2.255, -4.084], [2.367, 1.197, -4.201], [1.879, 0.150, -2.325], [1.925, 1.435, -0.213], [1.842, 2.952, -1.038], [3.189, 1.779, -1.400], [-0.466, 1.706, -2.151]], "lowdin_charge": [-0.1641, -0.1870, -0.2015, -0.1721, -0.0151, -0.1933, -0.1747, -0.2286, -0.0462, 0.0816, 0.0907, 0.0939, 0.1169, 0.1197, 0.0974, 0.1029, 0.0607, 0.1098, 0.1136, 0.1086, 0.1230, 0.0503, 0.0923, 0.0740, -0.0558, -0.2342, -0.2134, -0.1731, -0.0618, -0.2511, -0.2121, -0.2009, -0.1087, 0.0803, 0.0816, 0.0799, 0.1238, 0.1087, 0.0996, 0.1186, 0.1048, 0.0873, 0.1195, 0.1241, 0.1157, 0.0869, 0.0820, 0.0869, -0.0722, -0.2241, -0.2069, -0.2071, -0.0342, -0.2117, -0.1891, -0.2288, -0.1292, 0.0817, 0.0627, 0.0895, 0.1150, 0.1207, 0.0947, 0.1134, 0.0715, 0.1142, 0.1207, 0.1178, 0.1228, 0.0849, 0.0765, 0.0911, -0.1127, -0.1521, -0.2368, -0.2112, -0.0503, -0.2410, -0.1716, -0.2248, -0.1230, 0.0830, 0.0730, 0.0886, 0.1140, 0.0989, 0.1150, 0.1071, 0.1126, 0.1228, 0.1111, 0.1282, 0.1119, 0.0870, 0.0809, 0.0873, -0.1373, -0.1996, -0.1554, -0.1800, -0.0784, -0.2264, -0.1880, -0.2094, -0.0836, 0.0732, 0.0809, 0.0850, 0.1033, 0.1072, 0.1138, 0.1082, 0.1067, 0.1045, 0.1223, 0.1152, 0.1081, 0.0737, 0.0770, 0.0774, -0.0871, -0.2137, -0.1880, -0.1821, -0.0571, -0.1705, -0.1803, -0.2210, -0.1437, 0.0771, 0.0878, 0.0805, 0.1142, 0.1000, 0.1125, 0.0984, 0.0717, 0.1057, 0.1090, 0.1113, 0.1152, 0.0850, 0.0881, 0.0859, -0.1530, -0.1675, -0.1552, -0.1825, -0.0397, -0.2236, -0.2443, -0.1647, -0.1491, 0.0699, 0.0854, 0.0846, 0.1067, 0.0994, 0.1077, 0.1031, 0.1066, 0.1149, 0.1174, 0.1306, 0.1268, 0.0911, 0.0875, 0.0860, -0.0328, -0.4894, -0.0389, -0.0707, 0.0669, 0.0630, 0.0713, 0.1275, 0.0868, 0.0624, 0.0842, 0.0391, -0.0333, -0.4429, -0.0382, -0.0838, 0.0671, 0.0836, 0.0643, 0.1150, 0.0755, 0.0885, 0.0434, 0.0430], "de_lowest_kcal_mol": 173.3, "smiles": "COCCNCCOC.COCCNCCOC.COCCNCCOC.COCCNCCOC.COCCNCCOC.COCCNCCOC.COCCNCCOC.CC(C)O.CC(C)O", "lumo_ev": 0.40, "homo_lumo_gap_ev": 8.87}